(1)
ORCA calculation (the ωB97M-V functional and the def2-TZVPD basis) on C2H6N4 in the gas phase in a non-equilibrium geometry.

Atoms and positions in Å:
C (-0.31248, 0.94482, 0.39135)
C (-0.98087, -0.42230, -0.34132)
N (1.69516, 0.03164, -0.77261)
N (1.11130, 0.68394, 0.37541)
N (1.54470, -0.58552, 0.51067)
N (-0.51337, -1.60688, 0.13975)
H (-0.67864, 1.73913, -0.26920)
H (-0.76062, 1.07448, 1.47341)
H (-2.01947, -0.35136, -0.11289)
H (-0.76870, -0.24069, -1.50902)
H (2.63497, 0.44357, -0.98376)
H (-0.95199, -1.71083, 1.09821)

frontier orbital gap (spin up / spin down): 8.984 / 9.177 eV
relative energy (zero: lowest compared OMol25 entry of this formula, charge and spin): 7.298 eV
max |F|: 3.727 eV Å⁻¹
E_LUMO (spin up / spin down): -0.009 / 0.197 eV
total charge: 0

***

(2)
ORCA calculation (the ωB97M-V functional and the def2-TZVPD basis) on C4H4N2O in the gas phase in a non-equilibrium geometry.

Atoms and positions in Å:
C (-2.57093, -0.03243, 0.02684)
C (-0.16192, 0.94601, -0.74355)
C (-0.32300, -0.19093, -0.11261)
C (1.87139, -0.42466, 0.26478)
N (-3.50079, 0.56810, 0.35275)
N (-1.55865, -0.72214, -0.31736)
O (0.64010, -1.09403, 0.16678)
H (-1.03475, 1.66981, -0.67658)
H (2.06423, 0.01485, 1.24984)
H (1.83993, 0.44884, -0.42783)
H (2.73440, -1.18342, 0.21694)

frontier orbital gap (spin up / spin down): 8.097 / 7.490 eV
relative energy (zero: lowest compared OMol25 entry of this formula, charge and spin): 6.068 eV
max |F|: 4.041 eV Å⁻¹
E_LUMO (spin up / spin down): -1.985 / -2.629 eV
total charge: 0

***

(3)
ORCA calculation (the ωB97M-V functional and the def2-TZVPD basis) on 13 unconnected molecules or ions with the total composition C48H82N15O17 in a non-equilibrium geometry.

Atoms and positions in Å:
C (2.36504, 1.46996, 3.40719)
C (1.96649, 0.88203, 2.05173)
C (0.48211, 1.14692, 1.71080)
C (0.14814, 0.50766, 0.36348)
N (-1.38591, 0.73049, -0.14876)
C (-1.81282, -0.28390, -1.28165)
C (-2.79311, 0.42574, -2.23167)
C (-2.91463, 1.84270, -1.58863)
C (-1.69952, 2.13216, -0.78996)
C (-2.37893, 0.56069, 1.04767)
C (-2.27500, -0.78137, 1.87066)
C (-3.35144, -1.86651, 1.73194)
H (1.79593, 1.03910, 4.23096)
H (2.08839, 2.51553, 3.54269)
H (3.43183, 1.27219, 3.51170)
H (2.05818, -0.18241, 2.26771)
H (2.63549, 1.31353, 1.30718)
H (0.07518, 2.15775, 1.73787)
H (-0.00576, 0.59205, 2.51218)
H (0.34772, -0.56016, 0.45308)
H (0.69313, 0.96787, -0.46072)
H (-2.39909, -1.08928, -0.83923)
H (-0.92091, -0.70218, -1.74816)
H (-3.72987, -0.13155, -2.22786)
H (-2.33220, 0.54312, -3.21243)
H (-3.76087, 1.88023, -0.90264)
H (-3.09066, 2.63640, -2.31469)
H (-1.95891, 2.93412, -0.09880)
H (-0.88495, 2.29389, -1.49595)
H (-3.38722, 0.70512, 0.65964)
H (-2.25717, 1.36880, 1.76895)
H (-2.37398, -0.51189, 2.92218)
H (-1.25431, -1.15963, 1.92743)
H (-3.36843, -2.63536, 2.50439)
H (-3.09956, -2.40832, 0.82030)
H (-4.34943, -1.46855, 1.54826)
C (2.98514, -7.58233, -3.28108)
C (2.07561, -7.27202, -4.29321)
C (0.74944, -7.26295, -4.00612)
C (0.26607, -7.51491, -2.72152)
C (1.19665, -7.81698, -1.75236)
C (2.53974, -7.80273, -1.99702)
O (3.51398, -8.18277, -1.02068)
O (-0.13694, -7.13838, -4.99382)
H (4.00650, -7.31594, -3.50969)
H (2.27483, -6.80969, -5.24870)
H (-0.76249, -7.31933, -2.45660)
H (0.79617, -8.00040, -0.76627)
H (4.33984, -8.29097, -1.49802)
H (-0.02074, -6.61443, -5.78981)
C (-10.35270, -4.67341, 5.06821)
C (-10.15993, -5.91126, 4.42497)
C (-10.31425, -5.87257, 3.05405)
C (-10.71333, -4.74156, 2.36179)
C (-10.84959, -3.53223, 3.00199)
C (-10.56709, -3.51671, 4.36806)
O (-10.50633, -2.34337, 5.10558)
O (-10.04718, -6.98009, 2.36734)
H (-10.28121, -4.47715, 6.12782)
H (-9.75585, -6.82994, 4.82394)
H (-10.78402, -4.72944, 1.28419)
H (-11.28940, -2.62408, 2.61698)
H (-11.23675, -1.76874, 4.86497)
H (-9.53828, -6.74169, 1.58904)
C (14.60230, 0.46234, 3.28173)
C (13.26980, 0.73914, 3.18344)
C (12.72227, 1.80901, 2.45088)
C (13.55947, 2.72953, 1.90841)
C (14.92232, 2.36738, 1.82821)
C (15.36393, 1.30821, 2.56570)
O (16.70365, 1.03577, 2.67193)
O (11.33947, 1.97461, 2.47762)
H (14.97113, -0.41664, 3.78943)
H (12.60632, 0.09620, 3.74275)
H (13.15695, 3.58459, 1.38568)
H (15.50892, 3.12301, 1.32691)
H (17.40730, 1.44301, 2.16142)
H (10.92366, 1.14957, 2.21685)
C (3.04611, 8.41941, -0.84289)
C (4.38988, 8.37733, -0.78289)
C (5.17101, 8.64116, -1.88949)
C (4.45874, 8.97677, -3.12887)
C (3.10279, 9.12612, -3.09622)
C (2.34768, 8.86969, -1.92112)
O (0.97542, 8.89745, -2.02143)
O (6.52081, 8.66638, -1.84392)
H (2.58590, 8.06626, 0.06808)
H (4.73484, 7.98979, 0.16433)
H (4.99542, 9.07206, -4.06124)
H (2.50769, 9.30265, -3.98001)
H (0.60486, 9.78301, -2.02976)
H (6.92810, 9.02591, -1.05243)
C (2.81773, -5.36420, 7.36575)
C (1.50471, -5.22909, 6.99299)
C (0.61007, -4.62149, 7.93625)
C (1.07371, -4.15630, 9.18999)
C (2.42369, -4.25218, 9.54379)
C (3.22361, -4.88910, 8.65013)
O (4.53501, -5.36694, 8.96264)
O (-0.73310, -4.58962, 7.76408)
H (3.43844, -5.94994, 6.70391)
H (1.03947, -5.59492, 6.08960)
H (0.38780, -3.72841, 9.90612)
H (2.75279, -3.99836, 10.54062)
H (5.03412, -4.99348, 9.69273)
H (-1.05091, -5.49415, 7.81321)
C (-10.86083, 3.37622, -5.95869)
O (-10.07164, 4.05218, -6.55458)
N (-10.94295, 3.27633, -4.66704)
N (-11.61462, 2.48767, -6.54021)
H (-10.60926, 4.09154, -4.17288)
H (-11.48951, 2.55338, -4.22126)
H (-12.39169, 2.14904, -5.99105)
H (-11.52318, 2.16136, -7.49167)
C (9.04845, 7.92495, 4.90861)
O (9.53256, 8.35525, 3.88400)
N (8.66198, 6.75418, 5.29265)
N (8.59650, 8.69633, 5.79227)
H (8.90429, 6.05045, 4.60989)
H (8.04081, 6.67590, 6.08519)
H (7.84108, 8.55746, 6.44814)
H (8.97639, 9.62691, 5.69322)
C (9.36998, -3.67559, 1.10634)
O (8.41972, -2.94506, 0.87796)
N (10.47831, -3.66701, 0.53122)
N (9.39286, -4.32241, 2.23696)
H (10.72896, -2.85195, -0.01003)
H (10.95911, -4.53715, 0.70954)
H (8.61540, -4.33207, 2.88159)
H (10.25890, -4.82601, 2.36524)
C (-3.34157, 7.18078, -9.00955)
O (-2.83208, 6.23335, -8.51880)
N (-2.68721, 8.10786, -9.64008)
N (-4.61593, 7.49565, -9.01692)
H (-1.74053, 7.80750, -9.82362)
H (-3.08104, 8.92919, -10.07643)
H (-5.13399, 6.80678, -8.49046)
H (-4.81125, 8.34886, -9.52089)
C (-7.95586, -7.60397, -4.26574)
O (-7.45011, -7.27947, -3.17656)
N (-7.15885, -8.02585, -5.20534)
N (-9.23840, -7.49151, -4.54066)
H (-6.19329, -7.79523, -5.01932)
H (-7.42356, -7.81739, -6.15748)
H (-9.58886, -7.78002, -5.44290)
H (-9.71191, -7.09460, -3.74169)
C (-7.32753, 5.08221, 4.01833)
O (-6.95646, 6.20085, 4.07056)
N (-8.05715, 4.68640, 3.01794)
N (-7.10150, 4.08364, 4.87585)
H (-8.59271, 5.29194, 2.41246)
H (-8.23082, 3.69656, 2.91710)
H (-7.72960, 3.29534, 4.81128)
H (-6.41112, 4.34945, 5.56349)
C (-2.04065, -2.46358, -10.54484)
O (-1.09355, -3.15037, -10.25480)
N (-3.05594, -2.89814, -11.18914)
N (-2.19637, -1.19565, -10.37442)
H (-3.28848, -2.13521, -11.80879)
H (-2.92633, -3.88512, -11.35993)
H (-1.43496, -0.66686, -9.97352)
H (-3.12871, -0.80769, -10.35632)

frontier orbital gap: 7.141 eV
relative energy (zero: lowest compared OMol25 entry of this formula, charge and spin): 7.202 eV
max |F|: 9.651 eV Å⁻¹
E_LUMO: -2.003 eV
total charge: +1

***

(4)
ORCA calculation (the ωB97M-V functional and the def2-TZVPD basis) on a molecular structure, C31H40CuN5O2SSb2.

Atoms and positions in Å:
Cu (-1.22653, -0.19664, 0.76321)
C (3.51377, -2.60663, 2.20911)
Sb (1.61097, -2.63408, 1.22987)
C (1.13048, -4.60381, 1.92828)
C (2.17250, -3.26500, -0.78661)
C (3.65498, -3.49528, -0.83907)
C (4.11751, -4.81409, -0.74712)
C (5.46695, -5.11763, -0.73509)
C (6.39209, -4.08554, -0.81787)
C (5.94427, -2.77925, -0.89697)
C (4.58457, -2.45147, -0.89096)
C (4.26959, -0.96260, -0.92649)
Sb (2.33013, 0.02278, -0.61316)
C (1.94447, 0.30038, -2.69325)
C (3.29740, 1.88613, -0.22338)
H (4.15894, -3.36823, 1.76798)
H (3.33519, -2.83252, 3.26209)
H (3.98538, -1.62654, 2.12920)
H (2.02410, -5.21512, 1.79340)
H (0.29991, -5.00137, 1.34698)
H (0.85280, -4.57330, 2.98097)
H (1.81176, -2.50250, -1.47645)
H (1.62902, -4.19009, -0.98054)
H (3.38726, -5.61563, -0.69562)
H (5.79508, -6.14667, -0.66778)
H (7.45379, -4.29472, -0.80918)
H (6.67035, -1.97297, -0.94134)
H (4.58651, -0.55513, -1.89293)
H (4.89039, -0.47203, -0.17070)
H (2.81944, 0.79132, -3.11945)
H (1.05831, 0.91492, -2.83470)
H (1.79278, -0.66646, -3.17428)
H (4.12870, 1.98027, -0.92297)
H (3.67109, 1.90478, 0.80085)
H (2.59897, 2.70693, -0.35520)
C (-5.32329, -1.20796, -5.24897)
O (-6.12514, -0.13853, -4.77767)
C (-5.49817, 1.02389, -4.46780)
C (-6.32302, 2.08904, -4.11476)
C (-5.77657, 3.31999, -3.81251)
C (-4.39584, 3.49253, -3.77797)
C (-3.57592, 2.43138, -4.13863)
C (-4.11825, 1.20263, -4.49706)
N (-3.90461, 4.81678, -3.49409)
N (-2.87185, 5.01698, -2.82391)
C (-2.21648, 3.99027, -2.06672)
C (-0.85846, 3.93187, -2.16575)
C (-0.10979, 2.91288, -1.55273)
C (-0.69548, 1.93773, -0.77487)
O (-0.01368, 0.92540, -0.22061)
C (-2.11305, 2.06586, -0.55255)
N (-2.69402, 1.16444, 0.30282)
C (-3.97512, 1.26116, 0.56185)
C (-4.77821, 2.29098, 0.05108)
C (-4.21982, 3.20716, -0.79041)
C (-2.86459, 3.09160, -1.17123)
H (-6.00827, -2.00708, -5.51114)
H (-4.63393, -1.55826, -4.47623)
H (-4.75384, -0.91687, -6.13481)
H (-7.39583, 1.93031, -4.11248)
H (-6.41851, 4.16188, -3.57351)
H (-2.50233, 2.57157, -4.16601)
H (-3.45839, 0.40257, -4.80455)
H (-0.36871, 4.67147, -2.79000)
H (0.95862, 2.87590, -1.70107)
H (-4.39091, 0.51189, 1.22700)
H (-5.81822, 2.36154, 0.34020)
H (-4.81022, 4.03791, -1.15123)
C (-4.65911, -1.33031, 4.02982)
N (-3.53368, -1.27070, 3.11085)
C (-3.15541, -2.26809, 2.30676)
S (-1.62703, -2.19660, 1.50863)
N (-3.97747, -3.31137, 2.20103)
C (-3.78628, -4.48190, 1.34642)
H (-4.67426, -0.41619, 4.61514)
H (-4.56981, -2.17537, 4.71714)
H (-5.60865, -1.39967, 3.49372)
H (-2.85264, -0.53852, 3.22243)
H (-4.77236, -3.33935, 2.81852)
H (-3.08917, -4.23646, 0.55413)
H (-4.74262, -4.76057, 0.91079)
H (-3.39181, -5.32289, 1.91604)

frontier orbital gap (spin up / spin down): 7.287 / 4.585 eV
relative energy (zero: lowest compared OMol25 entry of this formula, charge and spin): 2.501 eV
max |F|: 0.821 eV Å⁻¹
E_LUMO (spin up / spin down): -2.286 / -4.979 eV
<S²>: 0.76
multiplicity: 2
total charge: +1